This record from the Open Molecules 2025 dataset describes a cluster of 13 separate species, C63H65N13 in total. The level of theory is the ωB97M-V functional and the def2-TZVPD basis.

Element x y z (Å)
N  -18.525009  5.255161  12.231060
C  -19.207719  5.912255  11.217101
C  -18.725529  5.338981  10.052911
C  -17.635601  4.546357  10.380752
C  -17.539944  4.462107  11.743061
H  -18.656603  5.454531  13.208930
H  -19.989424  6.625626  11.410887
H  -19.026838  5.604040  9.054499
H  -17.117695  3.876646  9.707982
H  -16.868946  3.887151  12.356758
N  -12.011353  -0.040588  4.660609
C  -11.461530  -1.192054  4.151762
C  -12.509700  -2.063246  3.872226
C  -13.714349  -1.460970  4.318292
C  -13.355726  -0.226672  4.811192
H  -11.552859  0.761507  5.065832
H  -10.402732  -1.219802  3.952372
H  -12.462750  -3.027944  3.392106
H  -14.686600  -1.914695  4.290232
H  -13.936206  0.535551  5.310608
N  -19.706123  2.711808  6.154070
C  -20.242758  3.199232  5.027821
C  -20.110167  4.532091  4.664158
C  -19.373294  5.361464  5.487771
C  -18.782393  4.881884  6.663296
C  -19.051355  3.552556  6.996481
H  -20.857694  2.528311  4.442260
H  -20.555359  4.924331  3.760225
H  -19.194292  6.389179  5.198547
H  -18.090459  5.440543  7.275839
H  -18.547999  3.105607  7.843266
N  -14.842120  8.281987  8.402270
C  -14.743705  8.562652  7.087400
C  -14.848304  7.597737  6.100083
C  -15.041729  6.277247  6.475102
C  -15.088205  5.965765  7.824615
C  -15.023816  6.993606  8.760244
H  -14.583861  9.605216  6.847612
H  -14.846982  7.818490  5.040987
H  -14.911783  5.473428  5.760133
H  -15.204308  4.951904  8.187715
H  -15.030916  6.714880  9.805472
N  -10.935415  2.773506  5.230561
C  -11.950258  3.200319  5.996215
C  -11.823317  3.481820  7.346284
C  -10.540096  3.423467  7.889205
C  -9.485260  3.023836  7.104310
C  -9.705061  2.690574  5.774511
H  -12.887335  3.187368  5.455992
H  -12.685765  3.769833  7.931666
H  -10.434129  3.687136  8.933033
H  -8.479097  2.919013  7.488531
H  -8.859152  2.502295  5.127460
N  -16.606779  -2.399203  1.609467
C  -16.972525  -2.312827  2.886410
C  -16.869684  -1.095626  3.601565
C  -16.284723  -0.033247  2.923372
C  -15.808501  -0.190106  1.629747
C  -15.965423  -1.404981  0.999283
H  -17.281762  -3.231028  3.367434
H  -17.151890  -0.976193  4.638360
H  -16.261939  0.953979  3.366183
H  -15.382064  0.667362  1.127304
H  -15.669501  -1.460435  -0.040623
N  -9.432798  -0.062892  9.978390
C  -10.014455  -0.834756  9.043372
C  -11.288327  -0.557557  8.556247
C  -12.056289  0.486683  9.098905
C  -11.496396  1.183066  10.145408
C  -10.170458  0.938258  10.477213
H  -9.405029  -1.623887  8.624687
H  -11.723785  -1.309466  7.908753
H  -13.021486  0.704026  8.662315
H  -12.016731  2.052816  10.523759
H  -9.716218  1.513575  11.274664
N  -15.434336  3.595589  14.526806
C  -16.345919  2.612068  14.503965
C  -16.203844  1.486362  13.688495
C  -15.049269  1.394207  12.918182
C  -14.063041  2.385680  12.978498
C  -14.333175  3.503901  13.747300
H  -17.227369  2.763255  15.112829
H  -16.994302  0.768815  13.511708
H  -14.826989  0.494095  12.355988
H  -13.123288  2.309409  12.448897
H  -13.625631  4.314829  13.859527
N  -14.389934  -1.446256  10.849612
C  -14.725111  -2.566176  11.490955
C  -14.854182  -3.825301  10.910566
C  -14.508450  -3.958744  9.571993
C  -14.069859  -2.818030  8.889060
C  -14.096258  -1.569738  9.523000
H  -15.023947  -2.440788  12.525487
H  -15.170627  -4.650875  11.531945
H  -14.472251  -4.948552  9.137860
H  -13.950381  -2.736191  7.816098
H  -13.831304  -0.664172  8.995476
N  -15.006683  3.292307  4.278193
C  -14.295989  3.251872  3.129207
C  -14.877145  3.361775  1.868168
C  -16.261311  3.553064  1.793938
C  -16.981908  3.716426  2.965880
C  -16.312151  3.550557  4.182674
H  -13.256062  3.031848  3.337488
H  -14.294024  3.388835  0.958652
H  -16.726943  3.582308  0.818021
H  -18.053710  3.849125  2.940303
H  -16.853940  3.712218  5.107254
N  -14.314227  2.526564  8.284117
C  -14.864425  2.175203  7.116808
C  -16.055202  1.430104  6.960506
C  -16.698733  1.046207  8.111665
C  -16.072283  1.245017  9.345445
C  -14.961164  2.077797  9.372935
H  -14.328520  2.399952  6.200196
H  -16.479969  1.173865  6.000234
H  -17.576661  0.427046  7.994987
H  -16.514739  0.834206  10.242423
H  -14.495122  2.241233  10.336616
N  -19.010095  -0.401265  12.122605
C  -19.430423  0.206233  10.980625
C  -19.192467  -0.411113  9.763427
C  -18.610589  -1.671124  9.676099
C  -18.146014  -2.238506  10.851093
C  -18.468857  -1.606396  12.051261
H  -20.032396  1.090295  11.129835
H  -19.619645  -0.005482  8.853663
H  -18.531319  -2.112413  8.692361
H  -17.590718  -3.165369  10.880126
H  -18.085467  -1.992448  12.988977
N  -12.435575  5.980816  12.808610
C  -11.872383  6.938765  12.039626
C  -11.741421  6.894980  10.651956
C  -12.241243  5.799912  9.950770
C  -12.730655  4.765425  10.714459
C  -12.869207  4.931251  12.106518
H  -11.417084  7.732968  12.617812
H  -11.446781  7.765915  10.081798
H  -12.249569  5.682418  8.876876
H  -13.123879  3.916759  10.167054
H  -13.299113  4.088517  12.635277

Force components x, y, z for each atom (eV/Å):
-0.33 1.24 0.75
0.50 -1.69 0.00
-0.59 1.98 -0.20
0.56 -1.87 -0.31
-0.14 0.08 -0.36
0.08 0.01 -0.06
0.00 -0.08 0.05
-0.19 0.02 0.15
0.23 0.27 -0.06
-0.12 0.10 0.11
-0.57 -0.85 0.46
-0.55 0.21 -0.51
0.54 0.17 0.24
0.84 0.22 0.18
-0.44 0.22 0.18
0.35 -0.04 -0.35
-0.06 -0.23 -0.06
0.27 0.01 0.06
0.00 0.12 0.00
-0.06 -0.09 -0.21
-0.07 0.34 0.68
0.10 0.28 0.88
-0.01 0.01 0.22
0.77 0.43 0.40
-0.69 -0.85 -0.52
0.42 -0.26 -1.77
0.21 -0.21 -0.11
-0.06 -0.08 -0.03
-0.06 0.06 -0.04
-0.17 0.33 -0.08
-0.33 -0.10 0.23
0.08 -0.59 -0.06
-0.36 -0.34 0.82
-0.43 -0.25 -0.22
1.02 -0.36 0.38
-0.42 0.17 0.25
0.35 0.54 -0.96
0.00 0.06 -0.07
0.29 0.34 0.05
-0.54 0.03 -0.19
0.10 -0.06 -0.16
-0.18 0.43 0.19
0.90 0.14 -0.03
0.46 -0.94 -0.33
0.63 0.70 -0.35
-0.90 0.06 0.26
0.65 -0.41 -0.24
-1.09 0.91 0.26
-0.14 0.42 0.29
0.30 -0.03 -0.18
0.30 -0.05 0.03
-0.02 0.17 0.17
-0.14 -0.44 -0.17
0.54 -1.19 -0.29
0.53 1.43 0.16
0.36 -0.53 -0.94
-0.54 0.16 0.00
-0.06 0.49 0.37
-0.89 0.70 0.62
-0.40 0.00 -0.08
-0.22 -0.21 0.00
0.22 -0.03 0.18
0.17 -0.12 -0.08
-0.04 -0.65 -0.03
-0.34 0.22 -0.18
-0.19 1.31 0.26
-0.21 -0.63 0.52
1.21 -0.95 -0.61
0.03 0.88 -0.88
0.05 -0.90 0.55
-0.07 -0.17 0.07
-0.04 0.40 -0.49
0.41 0.32 0.28
0.08 -0.07 0.34
0.17 0.11 -0.07
-0.01 -0.25 -0.13
0.65 0.18 -0.72
0.19 0.56 -0.61
0.79 -0.24 0.43
-0.96 -0.51 0.28
-1.85 -1.01 2.95
-0.02 -0.05 0.11
-0.08 -0.08 0.47
-0.22 0.01 -0.27
-0.09 -0.27 -0.13
-0.83 -0.25 1.46
0.26 -0.24 -1.20
-0.58 0.32 -0.08
0.54 0.45 -0.19
0.66 0.23 0.32
-1.16 0.99 -0.10
-0.39 -1.26 1.62
0.19 0.04 0.15
0.00 -0.13 -0.13
-0.24 0.09 -0.32
0.42 -0.68 -0.09
-0.55 -0.58 0.16
-0.26 0.42 -0.93
-0.53 -0.52 0.67
-0.24 0.41 0.42
0.62 0.08 0.14
0.20 -0.70 0.03
-0.03 0.51 -0.42
0.24 0.14 -0.67
0.18 -0.30 0.08
-0.15 0.13 0.05
0.01 0.16 0.11
-0.02 -0.26 0.13
-1.66 -0.51 0.08
-0.22 -0.66 -0.71
0.76 1.03 0.70
0.39 -1.08 0.11
-0.66 0.77 -0.56
0.09 -0.89 0.27
-0.15 0.34 0.47
0.23 0.18 -0.18
-0.15 0.13 0.33
0.14 0.10 0.15
0.05 0.33 0.01
-1.02 0.63 -0.26
0.72 -1.69 0.96
-1.26 0.08 -0.50
0.37 0.63 0.50
-0.51 -0.40 -0.06
1.34 0.77 -0.38
0.29 0.31 -0.29
0.08 0.30 0.04
0.28 -0.26 0.10
-0.15 -0.11 -0.12
-0.22 -0.25 0.07
0.02 -0.19 -1.45
0.43 -0.27 0.46
-0.84 0.31 -0.30
0.37 -0.09 0.75
-0.53 0.52 0.22
1.06 -0.71 -1.77
-0.19 0.34 -0.20
0.44 0.07 0.29
0.22 0.46 -0.08
-0.06 -0.25 0.44
1.50 1.78 -2.07

Summary:
E_LUMO: 0.3 eV
Total charge: 0
DFT total energy: -85751.4303 eV
Gap between HOMO and LUMO: 8.4 eV